Entry 1:
A cluster of 8 separate species, C23H44O34S7 in total in a non-equilibrium geometry, computed with ωB97M-V with the def2-TZVPD basis set.

The geometry in XYZ format:
```
108
Properties=species:S:1:pos:R:3
O 0.89 -4.73 -0.58
C -0.24 -4.52 -0.90
O -1.20 -5.40 -0.64
C -0.61 -3.26 -1.60
C -0.03 -2.09 -0.81
C -0.46 -0.76 -1.35
O -1.85 -0.49 -1.08
C -2.65 -0.87 -2.08
O -2.52 -0.55 -3.19
O -3.63 -1.74 -1.71
C -4.66 -1.18 -0.86
C -5.16 -2.26 0.10
C -6.51 -2.81 -0.28
C -6.50 -3.52 -1.64
O -6.86 -4.88 -1.48
H -0.83 -6.03 -0.01
H -0.16 -3.30 -2.57
H -1.68 -3.18 -1.71
H 1.03 -2.12 -0.93
H -0.28 -2.17 0.24
H -0.22 -0.68 -2.40
H 0.11 -0.02 -0.83
H -4.30 -0.36 -0.27
H -5.47 -0.78 -1.46
H -4.37 -3.00 0.16
H -5.25 -1.82 1.09
H -7.22 -2.00 -0.32
H -6.83 -3.53 0.46
H -7.25 -3.05 -2.26
H -5.54 -3.43 -2.11
H -6.15 -5.45 -1.79
C 3.34 3.04 -0.28
C 4.15 2.79 -1.52
O 4.57 1.42 -1.40
S 3.45 0.58 -0.64
O 2.62 -0.09 -1.58
O 4.07 -0.12 0.42
O 2.62 1.81 -0.06
H 3.98 3.21 0.60
H 2.66 3.87 -0.39
H 5.02 3.45 -1.60
H 3.55 2.89 -2.42
C 6.37 1.44 -5.82
C 5.11 0.85 -6.42
O 4.05 1.66 -5.91
S 4.57 3.16 -5.72
O 4.18 3.93 -6.84
O 4.28 3.57 -4.40
O 6.14 2.86 -5.84
H 6.50 1.12 -4.79
H 7.26 1.20 -6.39
H 4.96 -0.19 -6.14
H 5.11 0.93 -7.51
C 6.79 -3.28 2.23
C 6.06 -1.97 2.04
O 5.95 -1.42 3.36
S 7.23 -1.84 4.22
O 8.17 -0.78 4.20
O 6.79 -2.42 5.43
O 7.77 -3.00 3.25
H 6.13 -4.06 2.61
H 7.28 -3.62 1.33
H 5.07 -2.11 1.60
H 6.63 -1.28 1.42
C -1.58 2.08 1.48
C -1.41 2.91 2.73
O -0.51 3.96 2.34
S -0.76 4.32 0.80
O -1.59 5.45 0.71
O 0.49 4.26 0.14
O -1.61 3.03 0.41
H -0.73 1.41 1.33
H -2.49 1.49 1.49
H -0.99 2.35 3.56
H -2.35 3.37 3.04
C -7.98 -1.36 3.82
C -7.70 -0.76 5.17
O -6.37 -0.22 5.05
S -6.15 0.30 3.56
O -6.38 1.70 3.52
O -4.95 -0.28 3.06
O -7.39 -0.44 2.89
H -7.50 -2.33 3.69
H -9.05 -1.46 3.62
H -7.74 -1.50 5.97
H -8.38 0.05 5.40
C -8.74 2.90 8.75
C -10.21 3.15 9.00
O -10.88 2.16 8.20
S -9.99 0.83 8.13
O -10.46 -0.10 9.08
O -9.82 0.48 6.77
O -8.63 1.47 8.67
H -8.42 3.32 7.80
H -8.11 3.28 9.55
H -10.53 4.14 8.71
H -10.48 2.97 10.05
C 11.84 0.05 -8.02
C 12.21 1.39 -7.44
O 10.97 2.12 -7.42
S 9.76 1.11 -7.16
O 9.44 1.13 -5.78
O 8.78 1.30 -8.16
O 10.55 -0.25 -7.46
H 11.74 0.09 -9.10
H 12.55 -0.73 -7.75
H 12.94 1.92 -8.04
H 12.57 1.31 -6.41
```

Output
E_LUMO: 0.26 eV
SMILES: O=C(O)CCCOC(=O)OCCCCO.O=S1(=O)OCCO1.O=S1(=O)OCCO1.O=S1(=O)OCCO1.O=S1(=O)OCCO1.O=S1(=O)OCCO1.O=S1(=O)OCCO1.O=S1(=O)OCCO1
frontier orbital gap: 10.19 eV

---

Entry 2:
A cluster of 6 separate species, H12O6 in total in a non-equilibrium geometry, computed with ωB97M-V with the def2-TZVPD basis set.

The geometry in XYZ format:
```
18
Properties=species:S:1:pos:R:3
O 0.60 2.67 -0.39
H 1.28 2.85 0.26
H 0.37 1.75 -0.24
O 1.53 -2.46 -0.20
H 2.14 -2.31 0.52
H 1.75 -3.34 -0.52
O -3.82 0.06 -0.78
H -3.41 0.86 -1.11
H -4.42 0.37 -0.10
O -0.48 2.52 3.22
H -1.28 2.43 3.73
H -0.38 1.68 2.77
O -0.07 0.28 0.25
H 0.37 -0.53 0.00
H -0.99 0.04 0.31
O 2.46 -1.99 -2.74
H 2.13 -2.03 -1.84
H 2.23 -2.85 -3.12
```

Output
E_LUMO: 0.02 eV
SMILES: O.O.O.O.O.O
frontier orbital gap: 10.30 eV
energy above the lowest of the compared OMol25 structures with the same formula, charge and spin: 148.8 kJ/mol

---

Entry 3:
An isolated molecule of C3H8N2O2 in a non-equilibrium geometry, computed with ωB97M-V with the def2-TZVPD basis set.

The geometry in XYZ format:
```
15
Properties=species:S:1:pos:R:3
C 0.51 1.20 1.09
C 1.00 -1.15 -0.68
N -0.13 -0.63 0.09
C -0.54 0.87 0.13
N -1.25 -1.47 0.05
O 0.20 1.69 -1.01
O -1.75 1.11 0.31
H -0.44 2.39 -1.19
H -1.21 -2.13 0.82
H -2.06 -0.85 0.15
H 0.23 1.77 1.97
H 1.56 1.05 0.89
H 1.82 -0.44 -0.66
H 1.33 -2.09 -0.23
H 0.70 -1.32 -1.71
```

Output
E_LUMO (spin up / spin down): -0.62 / -1.47 eV
frontier orbital gap (spin up / spin down): 8.32 / 6.92 eV
energy above the lowest of the compared OMol25 structures with the same formula, charge and spin: 576.1 kJ/mol

---

What did the third record say?
An isolated molecule of C3H8N2O2 in a non-equilibrium geometry, computed with ωB97M-V with the def2-TZVPD basis set.

The geometry in XYZ format:
```
15
Properties=species:S:1:pos:R:3
C 0.51 1.20 1.09
C 1.00 -1.15 -0.68
N -0.13 -0.63 0.09
C -0.54 0.87 0.13
N -1.25 -1.47 0.05
O 0.20 1.69 -1.01
O -1.75 1.11 0.31
H -0.44 2.39 -1.19
H -1.21 -2.13 0.82
H -2.06 -0.85 0.15
H 0.23 1.77 1.97
H 1.56 1.05 0.89
H 1.82 -0.44 -0.66
H 1.33 -2.09 -0.23
H 0.70 -1.32 -1.71
```

Output
E_LUMO (spin up / spin down): -0.62 / -1.47 eV
frontier orbital gap (spin up / spin down): 8.32 / 6.92 eV
energy above the lowest of the compared OMol25 structures with the same formula, charge and spin: 576.1 kJ/mol